## a
DFT (ωB97M-V with the def2-TZVPD basis set) results for 2 unconnected molecules or ions with the total composition C2H5NO3S.

```
12
C2H5NO3S ωB97M-V with the def2-TZVPD basis set
C -1.198 0.041 0.598
C -0.306 0.742 -0.525
N 2.641 -0.519 -0.239
O 1.932 -1.318 -0.735
O 3.674 -0.417 0.297
O -2.080 -0.812 0.024
S 1.184 1.541 0.047
H -1.544 0.787 1.337
H -0.566 -0.660 1.265
H -0.813 1.544 -1.146
H -0.041 -0.017 -1.426
H -2.883 -0.912 0.503
```

Values from the calculation:
**M**: 123.1 g mol⁻¹
**Charge**: 0
**LUMO level (alpha / beta)**: -1.185 / -1.581 eV
**Frontier orbital gap (alpha / beta)**: 8.15 / 7.48 eV

## b
DFT (ωB97M-V with the def2-TZVPD basis set) results for a single C2H5NO3S molecule.

```
12
C2H5NO3S ωB97M-V with the def2-TZVPD basis set
C -0.270 1.245 -0.079
C -0.210 -1.145 0.160
N 0.409 0.005 -0.358
O -3.867 0.195 -0.266
O -1.675 1.245 -0.215
O -1.790 -1.287 -0.387
S -2.591 -0.063 0.331
H 0.058 1.379 1.032
H 0.134 2.131 -0.705
H 0.070 -2.019 -0.339
H -0.201 -1.301 1.302
H 0.497 -0.327 -1.285
```

Values from the calculation:
**M**: 123.1 g mol⁻¹
**Charge**: 0
**LUMO level**: 0.700 eV
**Frontier orbital gap**: 10.46 eV

Order from most stable to least stable according to the calculation: b, a

## a
DFT (ωB97M-V with the def2-TZVPD basis set) results for 2 unconnected molecules or ions with the total composition C2H5NO3S.

```
12
C2H5NO3S ωB97M-V with the def2-TZVPD basis set
C -0.688 1.142 0.146
C -0.790 0.627 -1.062
N 2.366 -0.459 0.327
O -1.497 -1.905 -0.076
O -3.261 -0.376 -0.626
O -1.483 0.500 0.983
S -1.881 -0.581 -0.295
H 3.212 0.109 0.470
H -0.056 1.828 0.487
H -0.375 0.622 -2.086
H 1.776 -0.080 1.069
H 2.677 -1.428 0.665
```

Values from the calculation:
**M**: 123.1 g mol⁻¹
**Charge**: 0
**LUMO level**: 0.684 eV
**Frontier orbital gap**: 10.88 eV

## b
DFT (ωB97M-V with the def2-TZVPD basis set) results for a single C2H5NO3S molecule.

```
12
C2H5NO3S ωB97M-V with the def2-TZVPD basis set
H 0.139 1.087 -1.903
N 0.584 0.308 -2.455
C 1.001 -0.541 -1.596
O 0.943 -0.410 -0.186
S -0.365 0.409 0.203
C -0.531 -0.174 1.833
O -0.129 1.807 0.285
O -1.481 -0.081 -0.576
H 1.491 -1.455 -1.889
H -1.523 0.096 2.249
H -0.470 -1.225 1.626
H 0.343 0.179 2.409
```

Values from the calculation:
**SMILES string**: [H]/N=C\OS(C)(=O)=O
**M**: 123.1 g mol⁻¹
**Charge**: 0
**LUMO level**: 0.593 eV
**Frontier orbital gap**: 11.86 eV

Order from most stable to least stable according to the calculation: b, a

## a
DFT (ωB97M-V with the def2-TZVPD basis set) results for 3 unconnected molecules or ions with the total composition H5OS2.

```
8
H5OS2 ωB97M-V with the def2-TZVPD basis set
O -2.418 -1.492 -0.753
H -1.596 -0.999 -0.596
H -2.310 -2.333 -0.259
H 1.050 1.337 0.954
S 0.412 -0.982 -0.311
S 1.468 2.560 0.649
H 1.223 -1.069 -1.414
H 2.172 2.978 1.731
```

Values from the calculation:
**M**: 85.2 g mol⁻¹
**Charge**: +1
**LUMO level**: -10.869 eV
**Frontier orbital gap**: 3.99 eV

## b
DFT (ωB97M-V with the def2-TZVPD basis set) results for 3 unconnected molecules or ions with the total composition H5OS2.

```
8
H5OS2 ωB97M-V with the def2-TZVPD basis set
O -3.271 -0.581 0.032
H -3.361 -0.737 -0.913
H -2.355 -0.422 0.268
H 1.497 -0.008 0.596
S -0.813 0.738 0.002
S 2.558 -0.566 -0.025
H -1.124 1.493 -1.079
H 3.266 0.563 -0.173
```

Values from the calculation:
**M**: 85.2 g mol⁻¹
**Charge**: +1
**LUMO level**: -10.534 eV
**Frontier orbital gap**: 4.60 eV

Order from most stable to least stable according to the calculation: b, a

## a
DFT (ωB97M-V with the def2-TZVPD basis set) results for a single C28H29FN4O3 molecule.

```
65
C28H29FN4O3 ωB97M-V with the def2-TZVPD basis set
C -6.211 -1.696 0.336
C -4.865 -1.095 0.687
O -4.422 -1.067 1.811
N -4.221 -0.599 -0.412
C -2.963 0.006 -0.491
C -2.423 0.230 -1.757
C -1.177 0.803 -1.900
C -0.448 1.167 -0.774
N 0.855 1.702 -0.907
C 1.195 2.966 -0.543
O 2.337 3.380 -0.627
C 0.089 3.838 -0.037
C 0.386 4.805 0.919
C -0.633 5.635 1.354
C -1.898 5.479 0.809
C -2.081 4.498 -0.156
N -1.119 3.697 -0.569
C 1.907 0.905 -1.533
C 1.406 -0.491 -1.961
O 1.347 -0.819 -3.126
N 1.102 -1.292 -0.930
C 0.706 -2.677 -1.073
C -0.662 -2.920 -0.429
C -0.604 -2.789 1.090
C 0.439 -3.740 1.670
C 1.813 -3.469 1.064
C 1.764 -3.599 -0.457
C 3.090 0.698 -0.616
C 2.940 0.631 0.765
C 4.024 0.370 1.584
C 5.261 0.167 1.003
F 6.321 -0.099 1.796
C 5.441 0.226 -0.367
C 4.348 0.494 -1.170
C -0.992 0.958 0.489
C -2.241 0.389 0.636
H -6.848 -0.948 -0.130
H -6.082 -2.528 -0.354
H -6.687 -2.057 1.243
H -4.678 -0.729 -1.304
H -2.985 -0.051 -2.637
H -0.767 0.970 -2.883
H 1.394 4.888 1.294
H -0.444 6.393 2.100
H -2.721 6.105 1.118
H -3.044 4.343 -0.625
H 2.248 1.421 -2.439
H 1.207 -0.947 0.010
H 0.645 -2.855 -2.152
H -0.991 -3.927 -0.692
H -1.382 -2.208 -0.838
H -0.361 -1.760 1.365
H -1.587 -3.008 1.511
H 0.147 -4.770 1.453
H 0.482 -3.627 2.755
H 2.150 -2.468 1.342
H 2.540 -4.178 1.463
H 1.520 -4.629 -0.723
H 2.740 -3.362 -0.885
H 1.976 0.815 1.218
H 3.919 0.326 2.656
H 6.421 0.070 -0.787
H 4.471 0.546 -2.241
H -0.438 1.259 1.367
H -2.655 0.223 1.616
```

Values from the calculation:
**SMILES string**: CC(=O)Nc1ccc(N(C(=O)c2ccccn2)[C@H](C(=O)NC2CCCCC2)c2ccc(F)cc2)cc1
**M**: 488.6 g mol⁻¹
**Charge**: 0
**LUMO level**: 0.484 eV
**Frontier orbital gap**: 8.73 eV

## b
DFT (ωB97M-V with the def2-TZVPD basis set) results for a single C28H29FN4O3 molecule.

```
65
C28H29FN4O3 ωB97M-V with the def2-TZVPD basis set
C -8.371 -1.072 -1.968
O -7.325 -0.151 -2.157
C -6.229 -0.240 -1.352
C -5.231 0.709 -1.572
C -4.083 0.717 -0.809
C -3.899 -0.231 0.194
N -2.716 -0.265 0.977
C -2.803 -0.474 2.321
O -3.849 -0.456 2.935
C -1.481 -0.807 2.989
C -0.601 -1.567 2.008
C -0.213 -0.596 0.894
C 0.545 -1.337 -0.207
O -0.032 -1.811 -1.169
N 1.881 -1.467 -0.045
C 2.670 -0.847 1.005
C 4.110 -1.353 0.941
N 4.691 -1.066 -0.348
C 5.835 -0.330 -0.439
C 6.356 0.094 -1.675
C 7.539 0.801 -1.681
C 8.181 1.081 -0.480
C 7.585 0.629 0.682
N 6.454 -0.053 0.712
C 3.847 -1.317 -1.496
C 2.639 -2.147 -1.080
C -1.479 0.069 0.294
C -1.230 1.564 0.239
C -1.772 2.436 1.174
C -1.485 3.789 1.125
C -0.643 4.257 0.133
F -0.354 5.573 0.082
C -0.087 3.411 -0.810
C -0.387 2.063 -0.749
C -4.886 -1.185 0.401
C -6.043 -1.190 -0.355
H -8.793 -1.000 -0.961
H -8.040 -2.100 -2.152
H -9.134 -0.805 -2.698
H -5.380 1.441 -2.350
H -3.336 1.472 -0.995
H -0.986 0.111 3.315
H -1.707 -1.399 3.877
H -1.153 -2.409 1.586
H 0.287 -1.959 2.506
H 0.421 0.186 1.318
H 2.256 -1.085 1.989
H 2.673 0.245 0.881
H 4.723 -0.849 1.690
H 4.135 -2.431 1.140
H 5.849 -0.125 -2.599
H 7.961 1.137 -2.618
H 9.107 1.631 -0.453
H 8.029 0.817 1.652
H 3.502 -0.369 -1.937
H 4.406 -1.867 -2.261
H 2.962 -3.131 -0.723
H 1.968 -2.293 -1.928
H -1.588 -0.315 -0.730
H -2.438 2.065 1.938
H -1.905 4.477 1.841
H 0.561 3.810 -1.574
H 0.030 1.385 -1.480
H -4.756 -1.930 1.169
H -6.787 -1.945 -0.158
```

Values from the calculation:
**SMILES string**: COc1ccc(N2C(=O)CC[C@@H](C(=O)N3CCN(c4ccccn4)CC3)[C@@H]2c2ccc(F)cc2)cc1
**M**: 488.6 g mol⁻¹
**Charge**: 0
**LUMO level**: 0.453 eV
**Frontier orbital gap**: 8.42 eV

Order from most stable to least stable according to the calculation: a, b

## a
DFT (ωB97M-V with the def2-TZVPD basis set) results for a gas-phase ion, C4H5N2 (charge +1).

```
11
C4H5N2 ωB97M-V with the def2-TZVPD basis set
C -0.536 0.134 1.727
C -0.883 0.358 0.466
N -0.490 0.251 -0.763
C 0.753 -0.460 -1.042
C 1.534 -0.540 0.181
N 1.727 -0.611 1.326
H -0.942 -0.785 2.159
H -0.253 0.812 2.519
H -0.784 0.775 -1.539
H 1.338 0.105 -1.790
H 0.690 -1.508 -1.372
```

Values from the calculation:
**SMILES string**: C=C=[NH+]CC#N
**M**: 81.1 g mol⁻¹
**Charge**: +1
**LUMO level**: -5.514 eV
**Frontier orbital gap**: 10.60 eV

## b
DFT (ωB97M-V with the def2-TZVPD basis set) results for 2 unconnected molecules or ions with the total composition C4H5N2.

```
11
C4H5N2 ωB97M-V with the def2-TZVPD basis set
C -1.672 1.501 -0.110
C -2.570 0.586 -0.185
C 2.392 -0.939 -0.040
C 0.438 0.388 0.494
N -3.551 -0.127 -0.131
N 1.269 -0.503 0.336
H -1.292 2.444 -0.557
H 2.732 -1.779 0.513
H 2.936 -0.541 -0.838
H 0.496 0.883 1.429
H -4.125 -0.550 -0.917
```

Values from the calculation:
**M**: 81.1 g mol⁻¹
**Charge**: +1
**LUMO level (alpha / beta)**: -6.470 / -6.853 eV
**Frontier orbital gap (alpha / beta)**: 7.37 / 7.06 eV

## c
DFT (ωB97M-V with the def2-TZVPD basis set) results for a molecular structure, C4H5N2.

```
11
C4H5N2 ωB97M-V with the def2-TZVPD basis set
C -2.949 -0.399 -0.063
C -2.140 0.544 0.065
C -0.117 0.248 -0.088
C -1.215 -0.872 0.035
N -0.935 1.304 0.007
N 1.245 0.119 0.066
H -1.076 -1.442 0.941
H -1.264 -1.513 -0.752
H -0.894 2.434 -0.325
H 1.745 -0.759 -0.056
H 1.878 0.908 -0.069
```

Values from the calculation:
**M**: 81.1 g mol⁻¹
**Charge**: +1
**LUMO level**: -4.915 eV
**Frontier orbital gap**: 9.83 eV

Order from most stable to least stable according to the calculation: a, c, b

## a
DFT (ωB97M-V with the def2-TZVPD basis set) results for a molecular structure, C5H5ClN2O2.

```
15
C5H5ClN2O2 ωB97M-V with the def2-TZVPD basis set
C 1.273 -0.138 -1.191
C 2.071 0.037 -0.122
C 0.346 0.403 1.342
C -0.200 0.015 -1.071
C -0.626 0.033 0.353
N 1.608 0.402 1.112
N -2.034 0.279 0.614
O -2.778 0.228 -0.337
O -2.353 0.541 1.748
Cl -0.892 -2.256 0.746
H 1.676 -0.353 -2.168
H 3.145 -0.056 -0.180
H 0.005 0.682 2.330
H -0.517 0.954 -1.552
H -0.723 -0.770 -1.625
```

Values from the calculation:
**M**: 160.6 g mol⁻¹
**Charge**: 0
**LUMO level (alpha / beta)**: -2.568 / -2.568 eV
**Frontier orbital gap (alpha / beta)**: 7.37 / 7.37 eV

## b
DFT (ωB97M-V with the def2-TZVPD basis set) results for a single C5H5ClN2O2 molecule.

```
15
C5H5ClN2O2 ωB97M-V with the def2-TZVPD basis set
O 2.498 -1.350 -0.884
N 2.094 -0.753 0.078
O 2.562 -0.789 1.188
C 0.919 0.132 -0.127
Cl 1.770 1.799 -0.233
C 0.065 -0.144 -1.267
C -1.277 -0.037 -1.192
C -1.961 0.248 0.027
C -1.270 0.295 1.190
N 0.062 0.108 1.251
H 0.572 -0.379 -2.189
H -1.866 -0.197 -2.082
H -3.029 0.392 0.019
H -1.762 0.434 2.145
H 0.623 0.240 2.075
```

Values from the calculation:
**SMILES string**: O=[N+]([O-])[C@@]1(Cl)C=CC=CN1
**M**: 160.6 g mol⁻¹
**Charge**: 0
**LUMO level**: -0.352 eV
**Frontier orbital gap**: 8.15 eV

Order from most stable to least stable according to the calculation: b, a

## a
DFT (ωB97M-V with the def2-TZVPD basis set) results for 2 unconnected molecules or ions with the total composition C8H15O2P.

```
26
C8H15O2P ωB97M-V with the def2-TZVPD basis set
C -0.245 -1.361 1.731
C -0.703 -1.756 0.559
C -0.616 -1.032 -0.693
C 0.146 -1.931 -1.687
C -1.314 0.081 -0.976
C -1.971 0.882 0.177
C -1.869 2.356 0.097
H 0.320 -0.432 1.834
H -0.290 -1.731 2.765
H -1.320 -2.581 0.578
H -0.509 -2.783 -1.658
H 1.119 -2.176 -1.429
H -0.047 -1.582 -2.654
H -1.368 0.623 -2.038
H -2.948 0.393 0.181
H -1.614 0.603 1.169
H -0.951 2.556 -0.386
H -1.982 2.939 0.977
H -2.476 2.897 -0.615
C 3.222 0.039 0.476
O 2.344 0.287 -0.583
P 1.166 1.415 -0.673
O 1.200 2.134 0.573
H 3.068 0.716 1.390
H 4.213 0.486 0.095
H 3.426 -1.042 0.792
```

Values from the calculation:
**SMILES string**: C=C/C(C)=C\CC.COP=O
**M**: 174.2 g mol⁻¹
**Charge**: 0
**LUMO level**: 0.625 eV
**Frontier orbital gap**: 9.45 eV

## b
DFT (ωB97M-V with the def2-TZVPD basis set) results for a single C8H15O2P molecule.

```
26
C8H15O2P ωB97M-V with the def2-TZVPD basis set
C -0.554 -2.835 -1.369
C -0.926 -4.068 -1.597
C -0.844 -1.530 -2.047
C 0.520 -0.870 -2.435
C 0.342 2.863 1.627
C -0.243 1.797 0.840
C -0.027 0.387 1.479
C 1.418 -0.032 1.379
O 2.985 -1.635 -0.568
O 0.936 -0.190 -1.113
P 1.662 -1.238 -0.032
H -0.744 -4.998 -1.037
H -1.716 -4.189 -2.486
H -1.388 -1.747 -3.003
H -1.373 -0.802 -1.343
H 1.285 -1.574 -2.746
H 0.459 -0.189 -3.282
H 0.334 3.903 1.079
H -0.255 2.977 2.611
H 1.328 2.723 1.843
H 0.078 1.769 -0.136
H -1.323 1.891 0.841
H -0.664 -0.383 0.924
H -0.454 0.416 2.589
H 1.826 -0.249 2.447
H 2.113 0.852 0.984
```

Values from the calculation:
**M**: 174.2 g mol⁻¹
**Charge**: 0
**LUMO level (alpha / beta)**: -0.939 / -0.470 eV
**Frontier orbital gap (alpha / beta)**: 7.83 / 7.85 eV

Order from most stable to least stable according to the calculation: a, b

## a
DFT (ωB97M-V with the def2-TZVPD basis set) results for a single C8H13N3O molecule.

```
25
C8H13N3O ωB97M-V with the def2-TZVPD basis set
C -2.265 1.508 0.070
C -2.709 0.260 0.098
C -3.948 -0.179 0.825
O -2.132 -0.816 -0.520
C -1.062 -0.614 -1.431
C 0.283 -0.400 -0.808
C 1.141 -1.302 -0.248
N 2.261 -0.597 0.128
C 3.442 -1.113 0.762
C 2.029 0.693 -0.237
N 2.981 1.681 -0.097
N 0.858 0.845 -0.797
H -2.803 2.284 0.584
H -1.361 1.797 -0.435
H -4.787 -0.243 0.132
H -4.199 0.519 1.618
H -3.783 -1.169 1.245
H -1.279 0.237 -2.085
H -1.043 -1.535 -2.023
H 1.044 -2.351 -0.060
H 4.294 -1.086 0.075
H 3.689 -0.522 1.648
H 3.265 -2.144 1.068
H 3.494 1.652 0.773
H 2.592 2.594 -0.285
```

Values from the calculation:
**SMILES string**: C=C(C)OCc1cn(C)c(N)n1
**M**: 167.2 g mol⁻¹
**Charge**: 0
**LUMO level**: 0.720 eV
**Frontier orbital gap**: 8.60 eV

## b
DFT (ωB97M-V with the def2-TZVPD basis set) results for 2 unconnected molecules or ions with the total composition C8H13N3O.

```
25
C8H13N3O ωB97M-V with the def2-TZVPD basis set
N 0.234 -1.379 -0.043
C 1.041 -0.622 -0.359
C 2.105 0.284 -0.745
C 2.828 1.058 0.342
C 3.475 -0.135 -0.266
O 3.601 -1.276 0.505
H 2.005 0.796 -1.698
H 3.155 2.077 0.100
H 2.458 0.923 1.365
H 4.289 0.017 -0.961
H 2.943 -1.944 0.270
H -0.655 1.963 -0.984
N -0.459 2.032 0.014
C -1.192 1.221 0.700
N -2.176 0.402 0.279
C -2.945 -0.615 0.982
C -3.566 -1.020 -0.370
C -2.731 0.098 -1.030
H -1.021 1.162 1.779
H -3.674 -0.215 1.697
H -2.357 -1.388 1.480
H -4.656 -0.887 -0.469
H -3.283 -2.033 -0.696
H -1.981 -0.200 -1.763
H -3.309 0.930 -1.438
```

Values from the calculation:
**SMILES string**: N#C[C@H]1C[C@H]1O.[H]/N=C\N1CCC1
**M**: 167.2 g mol⁻¹
**Charge**: 0
**LUMO level**: 0.924 eV
**Frontier orbital gap**: 9.34 eV

Order from most stable to least stable according to the calculation: a, b